# 1
12
Properties=species:S:1:pos:R:3:forces:R:3:nbo_charge:R:1 method="wB97M-V/def2-TZVPD" lumo_ev=0.543 homo_energy_ha=-0.339 charge=0 multiplicity=1 relative_energy_kcal_mol=88.1
N -1.8387 -1.0359 0.3348 -0.1054 0.1507 -0.0274 -0.752
C -1.5899 -0.0679 -0.5220 -0.0773 -0.5331 0.1173 -0.105
C 1.2425 1.0205 0.2352 0.1381 0.2077 -0.1391 -0.184
O 1.1137 0.0900 1.2820 -0.1349 -0.1473 0.0344 -0.692
C 1.7829 0.3913 -0.9928 0.3767 -0.4448 -0.7813 0.250
N 2.1880 -0.1315 -1.9418 -0.4212 0.5061 0.8892 -0.325
H -2.0434 -0.8040 1.3020 0.0245 -0.0197 -0.1497 0.385
H -1.9243 -2.0303 0.1202 0.0405 0.1919 -0.0689 0.375
H -1.4378 -0.5599 -1.5029 -0.0401 0.0853 0.1006 0.113
H 0.2776 1.4733 -0.0192 0.1502 0.0258 0.0072 0.242
H 1.9380 1.7961 0.5656 -0.0865 -0.0994 -0.0544 0.221
H 0.3527 -0.4666 1.0685 0.1355 0.0768 0.0721 0.472

# 2
46
Properties=species:S:1:pos:R:3:forces:R:3:nbo_charge:R:1 method="wB97M-V/def2-TZVPD" lumo_ev=-0.842 homo_energy_ha=-0.241 charge=0 multiplicity=1 relative_energy_kcal_mol=3.7
C -5.3892 0.2674 0.3435 -0.2158 0.1395 -0.0507 -0.610
C -5.4007 1.5657 -0.4607 -0.2259 0.1375 -0.0179 -0.604
H -5.6118 -0.5910 -0.2884 0.1463 -0.0956 -0.0930 0.193
H -6.1820 0.2991 1.0890 -0.0123 -0.0285 0.1262 0.205
H -4.4546 0.0872 0.8723 0.0895 0.0664 -0.0221 0.212
H -4.5531 1.6696 -1.1436 -0.0110 -0.0460 0.1513 0.198
H -6.3119 1.6233 -1.0626 0.0582 -0.0478 -0.0338 0.196
H -5.4281 2.4429 0.1928 0.2325 -0.1264 -0.0471 0.209
C 1.0988 -2.9944 0.0779 0.3016 0.0960 -0.5341 0.073
C 1.9973 -4.0367 -0.2074 -0.2084 0.5440 0.0293 -0.247
C 3.0878 -3.7687 -1.0360 -0.3191 -0.0735 0.1915 -0.155
C 3.2579 -2.4819 -1.5283 -0.4171 0.9264 0.0430 -0.227
H 0.2421 -3.1210 0.7469 0.3072 -0.0338 -0.2805 0.244
H 1.8032 -5.0186 0.2198 0.2037 0.2154 -0.1213 0.233
H 3.7979 -4.5507 -1.3006 -0.1600 0.1636 0.0994 0.226
H 4.0925 -2.2126 -2.1736 -0.1352 -0.3482 0.2652 0.216
N 1.2135 -1.7650 -0.4585 1.1122 -0.5167 -0.2993 -0.519
C 2.3127 -1.4825 -1.2161 -0.6096 -1.3756 0.3917 0.154
C 2.4086 -0.0881 -1.7050 -0.1611 0.9874 -0.5928 0.175
N 1.3862 0.7418 -1.3383 1.6104 0.3529 -0.6829 -0.512
C 1.4965 2.0437 -1.6884 0.1676 -0.5109 -0.2426 0.063
C 3.5206 1.6730 -2.9488 -0.4365 -0.0802 0.2513 -0.149
C 2.5193 2.5482 -2.5139 -0.2118 -0.3414 0.3304 -0.253
H 0.7117 2.6800 -1.2799 0.1321 -0.0814 -0.2484 0.242
H 2.4990 3.6051 -2.7993 0.0994 -0.4848 0.1498 0.235
C 3.4784 0.3439 -2.5234 -0.6225 -0.0905 0.4708 -0.231
H 4.2418 -0.3777 -2.8216 -0.2196 0.4643 0.0750 0.220
H 4.3207 2.0120 -3.6060 -0.2011 -0.0477 0.1844 0.227
Ca -0.7367 -0.1674 -0.3396 0.3925 -0.5654 0.9033 1.607
C -1.2442 2.0460 0.2397 -0.0407 -0.0602 -0.3133 -1.422
H -1.5790 2.4747 -0.7250 -0.1540 0.3744 0.4159 0.170
H -0.4266 2.6502 0.6640 -0.3631 -0.0299 -0.0456 0.198
H -2.0821 1.9541 0.9519 0.1784 0.3858 -0.2327 0.208
O 0.1343 -2.1094 2.9536 -0.0374 -0.2187 -0.4016 -0.708
B -0.7405 -1.2859 2.1856 -0.5867 0.3959 -0.1698 0.272
O -1.5691 -0.5852 3.1331 0.1543 -0.4329 -0.3120 -0.705
C -1.1783 -0.9720 4.3743 0.7050 -0.2140 -0.0574 0.295
C -1.5785 -0.4726 5.5846 -0.2235 0.1783 0.3336 -0.282
C -0.8819 -0.9099 6.7207 0.0593 -0.2792 0.1694 -0.227
C 0.1652 -1.8386 6.6156 -0.2022 -0.0219 0.0591 -0.236
C 0.5483 -2.3580 5.3653 0.0905 -0.1129 0.3579 -0.250
C -0.1356 -1.9020 4.2688 -0.3687 0.7469 0.1648 0.208
H -2.3956 0.2519 5.6176 0.3250 -0.1855 0.1677 0.221
H -1.1807 -0.5282 7.7034 0.2056 -0.1818 -0.3835 0.211
H 0.6880 -2.1822 7.5147 -0.2429 0.2055 -0.3375 0.210
H 1.3601 -3.0765 5.2375 -0.1849 0.2509 0.1888 0.215

# 3
13
Properties=species:S:1:pos:R:3:forces:R:3:nbo_charge:R:1 method="wB97M-V/def2-TZVPD" lumo_ev=0.725 homo_energy_ha=-0.354 charge=0 multiplicity=1 relative_energy_kcal_mol=70.2
C -1.6572 -0.4588 -0.0442 0.4433 0.3334 0.1533 -0.643
C -0.5205 0.3603 -0.7188 0.5906 1.1020 0.3786 -0.259
C 1.0844 0.8371 0.3941 -1.4012 -0.6143 -0.7987 -0.566
C 1.6742 -0.4829 0.1944 -0.2928 -0.9066 -0.0207 0.389
O 0.9830 -1.3969 -0.2073 1.0825 -0.9010 0.3965 -0.554
H -1.7000 -0.2779 1.0327 0.0131 -0.0119 -0.0089 0.208
H -1.5949 -1.5463 -0.1927 0.3631 0.4805 -0.0249 0.227
H -2.6389 -0.1412 -0.4455 0.5137 0.0963 0.0370 0.214
H -0.2433 -0.1200 -1.6719 0.4083 0.5708 0.6655 0.214
H -0.8061 1.3821 -0.8437 -0.5697 0.5207 -0.4306 0.179
H 1.8724 1.6477 0.5263 -1.3492 -0.4607 -1.2245 0.229
H 0.4108 0.9423 1.2312 0.1439 -0.4528 0.6760 0.238
H 2.7549 -0.6678 0.3225 0.0544 0.2436 0.2014 0.125